# 1
H2NO3S2 | ωB97M-V/def2-TZVPD

Values from the calculation:
highest occupied orbital energy (spin up / spin down) = -3.50 / -5.01 eV
Kohn-Sham gap (spin up / spin down) = 5.9361 / 8.3942 eV
relative energy (zero: lowest compared OMol25 entry of this formula, charge and spin) = 38.3 kcal per mole
net charge = -1

CARTESIAN COORDINATES (ANGSTROEM)
1 N 1.056 1.380 -0.337
2 O -1.136 -1.149 -1.084
3 O -1.538 -2.647 0.790
4 O -1.289 -0.187 1.192
5 S 2.444 0.515 -0.066
6 S -0.935 -1.334 0.298
7 H 0.421 1.635 0.443
8 H 0.978 1.787 -1.236

---

# 2
C8H11I2N2O | ωB97M-V/def2-TZVPD

Values from the calculation:
highest occupied orbital energy (spin up / spin down) = -11.33 / -11.23 eV
Kohn-Sham gap (spin up / spin down) = 6.9063 / 6.6949 eV
relative energy (zero: lowest compared OMol25 entry of this formula, charge and spin) = 46.0 kcal per mole
net charge = +1

CARTESIAN COORDINATES (ANGSTROEM)
1 C 0.832 2.326 0.187
2 C 0.585 -0.030 0.747
3 C 0.257 -2.570 0.136
4 C -1.297 -1.775 1.185
5 C 1.833 0.462 2.759
6 C -0.358 -1.108 0.168
7 C 1.152 3.599 -0.304
8 C -0.921 -0.582 -1.168
9 N 0.718 1.138 0.207
10 N 1.045 -0.273 1.979
11 O -0.417 -2.894 1.314
12 I 1.847 -0.041 4.853
13 I 3.318 1.784 2.258
14 H 0.018 -3.111 -0.768
15 H 1.232 -2.757 0.406
16 H -1.436 -1.413 2.156
17 H -2.248 -1.828 0.586
18 H 0.629 3.769 -1.296
19 H 2.116 3.734 -0.684
20 H 0.851 4.403 0.307
21 H -1.659 -1.354 -1.577
22 H -0.118 -0.577 -2.008
23 H -1.360 0.296 -0.829
24 H 0.639 -1.145 2.328

---

# 3
H20HeO10 | ωB97M-V/def2-TZVPD

Values from the calculation:
highest occupied orbital energy = -10.83 eV
Kohn-Sham gap = 10.5609 eV
relative energy (zero: lowest compared OMol25 entry of this formula, charge and spin) = 18.3 kcal per mole
net charge = 0

CARTESIAN COORDINATES (ANGSTROEM)
1 He -0.219 -0.005 0.078
2 O 1.785 1.271 1.807
3 H 2.005 1.893 2.500
4 H 2.560 1.255 1.245
5 O 0.029 -2.514 -0.291
6 H 0.692 -3.011 -0.770
7 H 0.531 -1.897 0.242
8 O 3.776 0.829 -0.346
9 H 3.242 1.124 -1.084
10 H 4.671 1.067 -0.587
11 O -1.828 -1.449 3.248
12 H -0.963 -1.153 2.965
13 H -1.746 -2.401 3.314
14 O -3.174 -2.860 -1.234
15 H -2.918 -2.593 -2.116
16 H -2.532 -2.441 -0.661
17 O -2.664 3.204 -0.963
18 H -1.830 3.149 -0.497
19 H -3.178 2.472 -0.622
20 O 0.875 -1.154 2.174
21 H 1.123 -0.232 2.232
22 H 1.612 -1.626 2.561
23 O -0.068 1.522 -3.168
24 H -0.469 1.884 -2.377
25 H -0.068 0.575 -3.025
26 O -0.312 2.891 0.854
27 H 0.415 2.340 1.145
28 H -0.798 3.090 1.654
29 O 0.083 -1.540 -2.961
30 H -0.746 -1.897 -3.279
31 H 0.114 -1.792 -2.038

---

# 4
C6H4BrN4O | ωB97M-V/def2-TZVPD

Values from the calculation:
highest occupied orbital energy (spin up / spin down) = -13.15 / -11.82 eV
Kohn-Sham gap (spin up / spin down) = 5.1665 / 3.3007 eV
relative energy (zero: lowest compared OMol25 entry of this formula, charge and spin) = 113.7 kcal per mole
structure (SMILES) = O=CC(/N=C\C1=C=[NH+]C=N1)=N\Br
net charge = +1

CARTESIAN COORDINATES (ANGSTROEM)
1 O 3.661 -1.530 1.093
2 C 2.604 -1.833 0.649
3 C 1.769 -0.844 -0.172
4 N 0.670 -1.329 -0.705
5 C -0.532 -0.981 -0.911
6 C -1.244 0.113 -0.342
7 C -0.877 1.157 0.479
8 N -1.913 1.985 0.692
9 C -2.942 1.453 -0.005
10 N -2.556 0.359 -0.610
11 N 2.266 0.311 -0.442
12 Br 3.899 0.890 -0.085
13 H 2.140 -2.823 0.745
14 H -1.115 -1.613 -1.575
15 H -1.897 2.828 1.250
16 H -3.933 1.856 -0.061

---

# 5
C4H7N3S | ωB97M-V/def2-TZVPD

Values from the calculation:
highest occupied orbital energy = -9.31 eV
Kohn-Sham gap = 8.2634 eV
relative energy (zero: lowest compared OMol25 entry of this formula, charge and spin) = 74.8 kcal per mole
structure (SMILES) = [H]/N=C(/N)C(=S)[C@@H]1CN1
net charge = 0

CARTESIAN COORDINATES (ANGSTROEM)
1 H -2.358 1.783 0.734
2 N -2.526 0.736 0.634
3 C -1.586 0.219 -0.101
4 N -1.860 -1.176 -0.442
5 C -0.126 0.680 -0.200
6 S 0.126 2.269 -0.310
7 C 0.882 -0.402 -0.068
8 C 2.060 -0.168 0.856
9 N 2.291 -0.231 -0.614
10 H -1.491 -1.173 -1.419
11 H -2.870 -1.434 -0.403
12 H 0.493 -1.416 -0.274
13 H 2.418 -1.081 1.266
14 H 2.140 0.691 1.471
15 H 2.406 0.704 -1.129

---

# 6
C6H5BrO3 | ωB97M-V/def2-TZVPD

Values from the calculation:
highest occupied orbital energy = -10.61 eV
Kohn-Sham gap = 10.9754 eV
relative energy (zero: lowest compared OMol25 entry of this formula, charge and spin) = 0.0 kcal per mole
structure (SMILES) = C[C@@]12C[C@]1(Br)C(=O)OC2=O
net charge = 0

CARTESIAN COORDINATES (ANGSTROEM)
1 C 1.558 -0.077 -1.047
2 C 0.427 -0.008 -0.068
3 C -0.329 1.224 0.199
4 C -1.050 0.149 -0.413
5 Br -1.932 0.103 -2.045
6 C -1.778 -0.625 0.778
7 O -2.921 -0.850 1.024
8 O -0.783 -0.966 1.664
9 C 0.478 -0.920 1.115
10 O 1.438 -1.536 1.507
11 H 2.317 0.722 -0.686
12 H 1.217 0.083 -2.034
13 H 2.035 -1.060 -0.749
14 H -0.583 1.584 1.194
15 H -0.094 2.178 -0.439

---

# 7
C5H8N2O | ωB97M-V/def2-TZVPD

Values from the calculation:
highest occupied orbital energy = -9.51 eV
Kohn-Sham gap = 10.5820 eV
relative energy (zero: lowest compared OMol25 entry of this formula, charge and spin) = 115.5 kcal per mole
structure (SMILES) = C1CN2OCCC2=N1
net charge = 0

CARTESIAN COORDINATES (ANGSTROEM)
1 C 2.146 0.239 0.181
2 C 1.368 -1.083 -0.005
3 N 0.026 -0.662 -0.594
4 O -1.150 -1.116 0.398
5 C -2.082 -0.086 0.016
6 C -1.315 1.070 0.015
7 C 0.036 0.655 -0.239
8 N 1.066 1.275 0.084
9 H 2.663 0.161 1.198
10 H 3.190 0.219 -0.591
11 H 1.129 -1.545 0.910
12 H 1.754 -1.778 -0.873
13 H -2.557 -0.280 -1.026
14 H -2.847 -0.373 0.730
15 H -1.239 1.720 0.994
16 H -1.446 1.754 -0.756

---

# 8
C40H39LiN2OSTe | ωB97M-V/def2-TZVPD

Values from the calculation:
highest occupied orbital energy (spin up / spin down) = -3.86 / -4.91 eV
Kohn-Sham gap (spin up / spin down) = 6.2330 / 7.2843 eV
spin multiplicity = 2
net charge = -1

CARTESIAN COORDINATES (ANGSTROEM)
1 Li 0.359 0.081 -0.337
2 C -5.100 1.412 -1.194
3 C -4.882 2.863 -1.625
4 C -5.768 3.769 -0.762
5 C -5.308 2.995 -3.092
6 C -3.420 3.290 -1.481
7 C -3.016 4.578 -1.890
8 C -1.703 5.001 -1.816
9 C -0.749 4.117 -1.309
10 S 0.968 4.274 -1.117
11 C 1.045 2.637 -0.482
12 N -0.111 2.049 -0.412
13 C -1.135 2.854 -0.881
14 C -2.462 2.437 -0.969
15 C 2.321 1.967 -0.106
16 C 3.516 2.683 -0.233
17 C 4.713 2.062 0.067
18 C 4.689 0.731 0.484
19 C 3.484 0.048 0.592
20 C 2.230 0.618 0.307
21 H -6.152 1.150 -1.329
22 H -4.852 1.251 -0.143
23 H -4.504 0.717 -1.789
24 H -6.815 3.469 -0.856
25 H -5.689 4.816 -1.065
26 H -5.486 3.702 0.291
27 H -6.352 2.689 -3.205
28 H -4.694 2.357 -3.729
29 H -5.218 4.022 -3.451
30 H -3.755 5.262 -2.290
31 H -1.426 5.992 -2.153
32 H -2.697 1.427 -0.660
33 H 3.525 3.717 -0.571
34 H 5.650 2.597 -0.028
35 H 5.623 0.228 0.716
36 H 3.533 -0.990 0.916
37 C 3.734 -3.637 -8.140
38 C 3.034 -3.103 -6.917
39 C 3.128 -1.763 -6.564
40 C 2.487 -1.249 -5.437
41 C 2.665 0.215 -5.119
42 C 1.713 -2.114 -4.651
43 Te 0.805 -1.332 -2.750
44 N -0.685 -1.289 -1.216
45 C -1.518 -2.307 -1.088
46 O -1.589 -3.363 -1.744
47 C -2.601 -2.085 -0.027
48 C -3.646 -3.002 0.023
49 C -4.687 -2.844 0.929
50 C -4.694 -1.765 1.804
51 C -3.652 -0.847 1.763
52 C -2.615 -1.006 0.851
53 C -0.528 -0.161 -3.924
54 C -0.365 1.220 -3.852
55 C -1.231 2.084 -4.513
56 C -2.271 1.554 -5.257
57 C -2.442 0.176 -5.320
58 C -1.589 -0.706 -4.659
59 C -1.853 -2.184 -4.732
60 C 1.624 -3.472 -4.970
61 C 0.857 -4.489 -4.152
62 C 2.283 -3.940 -6.108
63 H 4.292 -2.850 -8.649
64 H 3.022 -4.058 -8.853
65 H 4.439 -4.431 -7.882
66 H 3.725 -1.095 -7.180
67 H 3.342 0.679 -5.837
68 H 3.072 0.367 -4.117
69 H 1.716 0.751 -5.159
70 H -3.611 -3.832 -0.669
71 H -5.496 -3.565 0.951
72 H -5.504 -1.639 2.513
73 H -3.642 -0.003 2.442
74 H -1.815 -0.274 0.829
75 H 0.457 1.629 -3.273
76 H -1.092 3.156 -4.429
77 H -2.957 2.207 -5.783
78 H -3.268 -0.235 -5.891
79 H -2.784 -2.371 -5.269
80 H -1.924 -2.626 -3.734
81 H -1.047 -2.693 -5.262
82 H 0.336 -4.059 -3.297
83 H 1.533 -5.263 -3.780
84 H 0.107 -4.991 -4.769
85 H 2.207 -4.995 -6.361

---

# 9
C4H10N4O | ωB97M-V/def2-TZVPD

Values from the calculation:
highest occupied orbital energy = -9.03 eV
Kohn-Sham gap = 9.4259 eV
relative energy (zero: lowest compared OMol25 entry of this formula, charge and spin) = 18.4 kcal per mole
structure (SMILES) = [H]/N=C/C(C)=O.N=C(N)N
net charge = 0

CARTESIAN COORDINATES (ANGSTROEM)
1 H 1.581 1.916 -1.503
2 N 0.968 1.756 -0.705
3 C 1.348 0.875 0.108
4 C 0.496 0.556 1.300
5 C -0.316 1.706 1.800
6 O 0.492 -0.552 1.781
7 H 2.263 0.278 0.033
8 H -0.959 1.400 2.619
9 H -0.902 2.084 0.966
10 H 0.347 2.506 2.123
11 N -1.519 -0.274 -1.428
12 C -0.794 -1.221 -1.005
13 N -1.352 -2.227 -0.247
14 N 0.572 -1.376 -1.235
15 H -1.043 0.389 -2.032
16 H -2.279 -1.986 0.066
17 H -0.760 -2.570 0.496
18 H 0.947 -2.292 -1.043
19 H 0.911 -0.970 -2.094

---

# 10
C4H7NO2 | ωB97M-V/def2-TZVPD

Values from the calculation:
highest occupied orbital energy (spin up / spin down) = -2.95 / -12.86 eV
Kohn-Sham gap (spin up / spin down) = 3.3078 / 10.7125 eV
spin multiplicity = 3
relative energy (zero: lowest compared OMol25 entry of this formula, charge and spin) = 67.0 kcal per mole
net charge = 0

CARTESIAN COORDINATES (ANGSTROEM)
1 C 1.672 -3.017 0.860
2 C -0.973 0.682 -1.446
3 C -0.140 -0.537 -1.028
4 C -0.342 1.327 0.916
5 N 0.082 0.797 -0.379
6 O 1.276 -3.999 1.255
7 O 2.216 -2.029 0.552
8 H -0.803 1.195 -2.496
9 H -1.997 0.804 -0.820
10 H -0.551 -1.160 -0.258
11 H -1.331 1.026 1.255
12 H 0.469 1.270 1.608
13 H -0.433 2.410 0.716
14 H 0.856 1.232 -0.734

---

# 11
C30H39Cl2N7OSSi3W | ωB97M-V/def2-TZVPD

Values from the calculation:
highest occupied orbital energy = -7.43 eV
Kohn-Sham gap = 6.4941 eV
relative energy (zero: lowest compared OMol25 entry of this formula, charge and spin) = 298.0 kcal per mole
net charge = 0

CARTESIAN COORDINATES (ANGSTROEM)
1 W 0.471 0.046 0.024
2 N -0.661 -2.348 3.573
3 C -1.783 -3.171 3.296
4 C -1.931 -4.410 3.892
5 C -3.027 -5.196 3.559
6 C -3.939 -4.764 2.607
7 C -3.767 -3.532 1.988
8 C -2.707 -2.724 2.363
9 S -2.491 -1.098 1.728
10 N -0.772 -1.105 1.604
11 C -0.106 -1.594 2.592
12 C 1.345 -1.197 2.583
13 C 2.181 -1.549 3.680
14 C 3.494 -1.131 3.756
15 C 4.311 -0.344 2.965
16 C 4.514 -0.739 0.068
17 N 1.695 -0.475 1.585
18 H -0.013 -2.696 4.262
19 H -1.198 -4.761 4.609
20 H -3.154 -6.160 4.033
21 H -4.778 -5.390 2.335
22 H -4.453 -3.193 1.223
23 H 1.826 -2.180 4.481
24 H 4.035 -1.449 4.646
25 H 5.389 -0.387 3.054
26 H 3.070 1.034 1.614
27 C -0.070 1.789 2.910
28 O -0.316 1.564 1.529
29 Si -1.047 2.727 0.481
30 C -2.820 2.900 1.034
31 C -0.255 4.370 0.917
32 C -0.664 1.857 -1.075
33 Si 0.962 2.381 -1.812
34 C 1.228 4.198 -2.225
35 C 1.471 1.469 -3.370
36 C 1.905 1.683 -0.369
37 Si -2.088 1.698 -2.293
38 C -3.712 1.072 -1.562
39 C -1.662 0.666 -3.807
40 C -2.467 3.436 -2.928
41 H 0.927 2.212 3.054
42 H -0.135 0.845 3.448
43 H -0.819 2.470 3.314
44 H -2.855 3.378 2.016
45 H -3.339 1.943 1.094
46 H -3.379 3.538 0.345
47 H -0.476 4.619 1.959
48 H -0.686 5.164 0.302
49 H 0.826 4.396 0.783
50 H 0.574 4.497 -3.047
51 H 2.259 4.347 -2.560
52 H 1.045 4.874 -1.391
53 H 0.944 1.837 -4.252
54 H 1.310 0.393 -3.303
55 H 2.540 1.641 -3.531
56 H 1.888 2.405 0.456
57 H 2.923 1.379 -0.612
58 H 5.024 1.028 1.376
59 H -3.583 0.351 -0.753
60 H -4.288 0.582 -2.351
61 H -4.317 1.896 -1.182
62 H -0.903 -0.093 -3.618
63 H -1.296 1.303 -4.615
64 H -2.560 0.160 -4.171
65 H -2.660 4.140 -2.113
66 H -3.356 3.415 -3.564
67 H -1.644 3.836 -3.524
68 N -1.185 -0.801 -0.919
69 C -1.944 -1.538 -1.417
70 N -2.730 -2.428 -1.858
71 C -3.651 -2.159 -2.778
72 N -4.480 -2.011 -3.569
73 Cl 0.696 -2.625 -3.087
74 C 2.319 -2.564 -2.481
75 C 3.271 -3.387 -3.038
76 C 4.560 -3.329 -2.528
77 C 4.864 -2.460 -1.505
78 C 3.908 -1.608 -0.913
79 Cl 4.054 0.117 1.253
80 C 2.594 -1.681 -1.423
81 N 1.534 -0.954 -0.925
82 H 3.004 -4.052 -3.847
83 H 5.332 -3.964 -2.942
84 H 5.878 -2.404 -1.131

---

# 12
C34H80Cl10O12 | ωB97M-V/def2-TZVPD

Values from the calculation:
highest occupied orbital energy = -9.46 eV
Kohn-Sham gap = 9.5935 eV
structure (SMILES) = COCCOC.COCCOC.COCCOC.COCCOC.COCCOC.COCCOC.ClCCCl.ClCCCl.ClCCCl.ClCCCl.ClCCCl
net charge = 0

CARTESIAN COORDINATES (ANGSTROEM)
1 C -3.253 -6.633 -6.954
2 O -3.864 -6.137 -5.733
3 C -4.892 -7.020 -5.216
4 C -4.360 -8.327 -4.548
5 O -3.656 -9.203 -5.379
6 C -4.576 -9.907 -6.306
7 H -2.428 -6.035 -7.342
8 H -3.939 -6.670 -7.800
9 H -2.802 -7.620 -6.859
10 H -5.719 -7.163 -5.912
11 H -5.473 -6.495 -4.457
12 H -5.180 -8.814 -4.021
13 H -3.707 -7.955 -3.758
14 H -5.218 -9.218 -6.855
15 H -5.210 -10.503 -5.650
16 H -3.944 -10.486 -6.980
17 C -0.190 2.021 1.617
18 O -0.111 0.765 1.005
19 C -1.319 0.308 0.424
20 C -1.106 -0.747 -0.623
21 O -0.142 -0.307 -1.550
22 C 0.127 -1.411 -2.503
23 H 0.822 2.369 1.822
24 H -0.817 1.964 2.508
25 H -0.600 2.758 0.927
26 H -1.746 1.184 -0.064
27 H -1.960 -0.146 1.180
28 H -1.990 -0.968 -1.221
29 H -0.838 -1.654 -0.081
30 H 0.448 -2.368 -2.091
31 H 0.938 -1.211 -3.203
32 H -0.674 -1.620 -3.213
33 C -1.995 1.120 -8.287
34 O -1.250 1.730 -9.366
35 C -0.093 0.989 -9.825
36 C 0.553 1.643 -11.061
37 O 1.402 2.643 -10.542
38 C 1.938 3.553 -11.517
39 H -1.315 1.054 -7.437
40 H -2.326 0.132 -8.607
41 H -2.818 1.714 -7.888
42 H -0.264 -0.066 -10.037
43 H 0.683 0.947 -9.060
44 H -0.252 2.048 -11.675
45 H 1.085 0.857 -11.599
46 H 2.716 3.016 -12.061
47 H 2.442 4.339 -10.955
48 H 1.257 4.000 -12.241
49 C 5.746 -11.965 0.700
50 O 5.485 -10.737 -0.055
51 C 4.142 -10.334 0.010
52 C 3.785 -9.392 -1.178
53 O 3.870 -10.070 -2.438
54 C 3.606 -9.207 -3.556
55 H 6.685 -12.364 0.317
56 H 5.013 -12.761 0.569
57 H 5.858 -11.722 1.757
58 H 4.016 -9.705 0.891
59 H 3.375 -11.070 -0.230
60 H 4.439 -8.520 -1.165
61 H 2.796 -8.936 -1.131
62 H 4.218 -9.444 -4.426
63 H 3.611 -8.124 -3.433
64 H 2.595 -9.402 -3.911
65 C 6.688 7.843 7.766
66 O 5.425 7.568 8.296
67 C 5.350 6.477 9.211
68 C 3.928 6.026 9.409
69 O 3.406 5.597 8.138
70 C 3.974 4.382 7.583
71 H 6.934 6.974 7.155
72 H 7.471 7.975 8.513
73 H 6.535 8.732 7.154
74 H 5.759 6.704 10.196
75 H 5.959 5.637 8.876
76 H 3.265 6.776 9.840
77 H 3.909 5.138 10.040
78 H 4.540 3.644 8.151
79 H 4.573 4.652 6.713
80 H 3.084 3.889 7.191
81 C -4.247 6.579 1.020
82 O -3.867 7.799 1.688
83 C -4.607 8.180 2.850
84 C -4.525 7.283 4.063
85 O -3.321 7.633 4.817
86 C -3.277 7.109 6.118
87 H -4.468 5.766 1.711
88 H -3.540 6.261 0.254
89 H -5.168 6.735 0.457
90 H -5.672 8.273 2.642
91 H -4.215 9.184 3.014
92 H -4.475 6.213 3.864
93 H -5.439 7.444 4.635
94 H -2.601 7.578 6.834
95 H -3.175 6.023 6.112
96 H -4.220 7.241 6.648
97 Cl 3.494 -3.218 2.031
98 C 4.786 -2.288 2.784
99 C 5.138 -1.058 1.929
100 Cl 5.809 -1.525 0.369
101 H 5.576 -3.023 2.933
102 H 4.487 -1.964 3.781
103 H 5.936 -0.483 2.400
104 H 4.458 -0.253 1.652
105 Cl 2.011 5.060 -2.763
106 C 3.115 3.669 -2.492
107 C 3.477 3.002 -3.790
108 Cl 3.882 4.079 -5.142
109 H 2.602 2.956 -1.846
110 H 3.989 3.917 -1.890
111 H 2.616 2.472 -4.197
112 H 4.188 2.178 -3.728
113 Cl 1.172 11.527 2.692
114 C 1.237 10.296 4.058
115 C 1.425 8.910 3.488
116 Cl 2.983 8.593 2.769
117 H 0.305 10.531 4.572
118 H 2.132 10.416 4.669
119 H 0.734 8.847 2.647
120 H 1.223 8.111 4.202
121 Cl -4.018 0.017 6.500
122 C -3.247 -1.591 6.670
123 C -1.741 -1.574 6.966
124 Cl -1.059 -3.192 7.018
125 H -3.458 -2.196 5.789
126 H -3.769 -2.000 7.536
127 H -1.487 -1.150 7.937
128 H -1.240 -0.986 6.197
129 Cl -6.174 -4.472 0.968
130 C -7.885 -4.095 0.736
131 C -8.409 -3.351 1.969
132 Cl -8.357 -4.394 3.423
133 H -8.447 -4.969 0.408
134 H -7.963 -3.396 -0.097
135 H -9.397 -2.894 1.925
136 H -7.724 -2.546 2.238